Record 1
71
Properties=species:S:1:pos:R:3:lowdin_charge:R:1 method="wB97M-V/def2-TZVPD" lumo_ev=-0.55 e_above_lowest_kcal_mol=22.7 homo_lumo_gap_ha=0.24295
I 2.1452 1.1839 0.5525 1.241
Pd -0.4499 0.2867 0.6520 0.060
S -1.2225 1.5351 2.5788 0.478
S -3.7472 0.2783 3.6553 0.493
S -2.6932 -0.0858 0.8774 0.539
P -0.5117 0.7775 -1.6667 0.983
O 0.9220 -1.7811 1.0511 -0.118
N -0.5868 -2.4367 4.0941 -0.052
N 0.3922 -1.8418 3.3131 0.045
C -2.5725 2.5809 -1.4580 -0.111
C -2.7127 -3.6664 3.7804 -0.007
C 2.5351 3.1481 -3.3980 -0.156
C -3.8013 3.1463 -1.7563 -0.069
C 3.6061 -1.7777 5.1400 -0.074
C 2.6963 2.0916 -1.2377 -0.589
C 1.6013 -1.3647 3.8904 -0.207
C 0.1526 -2.1112 1.9744 -0.485
C 2.4323 -2.2459 4.5663 -0.006
C -1.0106 -3.1260 -2.7791 -0.072
C 4.6290 3.1974 -2.1987 -0.070
C 0.5771 3.1283 -4.8003 -0.052
C -0.2704 -3.2589 -3.9500 -0.084
C -4.6708 2.4990 -2.6311 -0.080
C 4.0057 2.4751 -1.1580 -0.194
C 0.4276 -2.1700 -4.4449 -0.078
C -0.3724 -0.7969 -2.6180 -0.340
C 3.1046 0.4432 4.3597 -0.076
C 3.8911 3.5476 -3.2787 -0.039
C -1.0438 -2.8949 1.9738 0.016
C 0.5416 1.9110 -2.6772 -0.280
C 1.9190 -0.0192 3.7996 -0.081
C 1.8870 2.3595 -2.3953 -0.162
C -2.1937 1.3686 -2.0365 -0.431
C 3.9495 -0.4355 5.0275 -0.082
C -3.0741 0.7114 -2.8838 -0.089
C -2.6390 0.5658 2.4781 -1.832
C -0.8221 -2.0040 5.4660 0.013
C 1.8455 3.5417 -4.5726 -0.029
C -1.4660 -3.0341 3.2591 -0.273
C 0.3742 -0.9441 -3.7841 -0.074
C -1.0508 -1.9108 -2.1165 -0.112
C -0.0485 2.2934 -3.8532 -0.093
C -4.3121 1.2786 -3.1811 -0.074
H -5.6267 2.9453 -2.8769 0.103
H 1.0162 -2.2669 -5.3498 0.103
H -0.2364 -4.2101 -4.4685 0.103
H -4.0829 4.0920 -1.3080 0.107
H -0.3725 -1.0258 5.6167 0.099
H -1.8923 -1.9041 5.6274 0.081
H -1.5512 -3.9752 -2.3784 0.106
H -0.3967 -2.7067 6.1819 0.090
H 4.2601 -2.4642 5.6625 0.104
H 2.3667 4.1710 -5.2863 0.117
H -1.5267 -3.2818 1.0926 0.110
H -3.4307 -2.8923 4.0647 0.068
H 4.3239 4.1321 -4.0835 0.115
H 0.0460 3.4137 -5.6992 0.111
H 1.2074 0.6522 3.3337 0.012
H -1.0443 1.9345 -4.0852 0.107
H -2.8017 -0.2426 -3.3183 0.103
H 3.3580 1.4945 4.2854 0.107
H 4.8700 -0.0744 5.4697 0.103
H 4.5803 2.2367 -0.2707 0.074
H -1.9055 3.0747 -0.7591 0.108
H -1.6129 -1.8216 -1.1947 0.067
H -4.9889 0.7653 -3.8529 0.104
H -3.1647 -4.2733 2.9992 0.086
H 2.1572 -3.2924 4.6326 0.123
H -2.5137 -4.2957 4.6500 0.087
H 5.6722 3.4772 -2.1130 0.110
H 0.9274 -0.1056 -4.1856 0.097

Record 2
37
Properties=species:S:1:pos:R:3:lowdin_charge:R:1 method="wB97M-V/def2-TZVPD" lumo_ev=2.05 e_above_lowest_kcal_mol=16.0 homo_lumo_gap_ha=0.34437 total_charge=-1
As -0.0683 -0.2313 -0.3504 0.951
F 0.5652 -1.8711 -0.2439 -0.233
F -0.6678 1.4054 -0.3184 -0.232
F 1.4827 0.4502 0.3753 -0.274
F -0.7212 -0.3964 1.3150 -0.245
F 0.5559 -0.0755 -2.0141 -0.247
F -1.5614 -0.8548 -1.0460 -0.236
O -2.1892 0.2484 3.6304 -0.075
O 3.7659 -0.2928 -0.8589 -0.069
O 0.8547 2.8839 1.9640 -0.038
O -2.5258 2.2503 1.7346 -0.042
O 2.6049 -0.5754 -3.4603 -0.047
O 1.5225 -3.9931 -1.4905 -0.060
O -1.2703 -2.8479 2.9091 -0.045
O 1.3905 0.4329 3.1975 -0.071
O -3.7235 -0.5491 -2.5139 -0.063
O -1.0398 2.0490 -3.3554 -0.057
H 1.0236 2.6060 1.0637 0.020
H -3.4736 0.3679 -2.6279 0.017
H -0.2647 2.4037 -2.9200 0.021
H -0.8607 1.1124 -3.4388 0.010
H 1.7856 -0.5051 -2.9705 -0.019
H -2.3393 3.1811 1.6119 0.046
H 2.6085 0.1914 -4.0333 0.045
H 1.3648 -0.0032 2.3459 -0.018
H -2.2055 1.0839 3.1636 -0.028
H -0.3291 -2.9398 3.0575 0.033
H -1.5659 -0.2881 3.1405 -0.026
H 3.4565 -0.3096 -1.7645 -0.027
H 1.3522 -4.7698 -0.9576 0.023
H -2.0920 1.8195 0.9981 0.004
H 2.9948 -0.0499 -0.3463 -0.032
H -3.0130 -0.9289 -1.9969 -0.018
H -1.3524 -2.7144 1.9648 0.015
H 1.0567 1.3136 3.0263 -0.018
H 1.4761 -3.2634 -0.8729 -0.016
H 1.4024 3.6600 2.0823 0.051

Record 3
111
Properties=species:S:1:pos:R:3:lowdin_spin:R:1 method="wB97M-V/def2-TZVPD" lumo_ev="-4.67 / -8.93" e_above_lowest_kcal_mol=27.0 homo_lumo_gap_ha="0.27412 / 0.11767" s_squared=8.760 spin_multiplicity=6 total_charge=+1
Fe 2.0384 0.3252 -1.8468 4.276
S 4.9800 0.8319 -3.2882 0.020
S -2.2305 -6.7259 -0.9540 0.000
S -0.7765 1.6258 -3.5211 0.005
S 4.3344 -1.4440 0.1836 0.008
S 3.7979 3.0416 -2.2156 0.024
S -5.7507 1.8943 1.8839 0.000
S -1.5998 4.2761 3.6140 0.000
S -0.7884 -2.5497 3.6117 0.000
F 1.4740 0.6829 1.1449 0.000
F 4.6304 2.2774 -5.5765 0.002
F 4.0872 2.6451 0.5163 0.004
F -0.7185 0.9170 0.9134 0.004
F 5.0534 4.4900 -0.1588 0.009
F 3.3785 0.4375 -5.3916 0.002
F 0.9437 1.6981 -0.5789 0.079
F 5.9519 2.4859 -0.5344 0.003
F 0.4411 -0.3980 -0.5771 0.041
F 5.4418 0.2981 -6.0080 0.005
O -2.0161 -8.1963 -0.8366 0.000
O -0.1599 4.2654 3.3412 0.000
O -1.8122 -2.6615 2.5995 0.000
O -5.9004 3.2181 1.3987 0.000
O 5.5383 -0.6589 0.5734 0.006
O 6.1795 1.6511 -3.0805 0.016
O -2.0178 5.0204 4.8133 0.000
O 3.2419 -0.8147 -0.5793 0.067
O -3.4362 -6.0877 -0.2746 0.000
O -5.5725 1.5417 3.3440 0.000
O 0.4554 0.9233 -3.2417 0.051
O -2.4032 4.9823 2.3307 0.000
O -0.9209 -6.0722 -0.2376 0.000
O 5.0925 -0.5557 -2.8480 0.008
O -1.3257 -1.6014 4.8758 0.000
O 0.0255 -3.6674 4.1394 0.000
O -0.5845 2.9518 -4.5549 0.003
O 4.9153 -2.8492 -0.6672 0.003
O -4.5910 1.2318 0.9364 0.000
O 2.4921 3.6485 -1.9239 0.007
O 4.5804 3.7699 -3.1916 0.019
O -1.6766 2.0172 -2.4248 0.003
N 3.5413 1.4251 -2.4541 0.296
C -2.3032 2.6178 3.5509 0.000
C -1.9729 -6.1968 -2.6958 0.000
C 4.5516 0.9899 -5.2080 0.009
C 3.6580 -2.3441 1.6197 0.004
C -3.3937 -0.7425 0.1918 0.000
C 6.1298 -3.2956 -0.2838 0.001
C 0.4477 -1.3984 2.9468 0.000
C -2.6758 5.5119 0.0553 0.000
C 7.2312 -2.7852 -1.2113 0.000
C -0.4787 5.3138 -5.1030 0.000
C -0.9758 -3.0917 6.7748 0.000
C -0.8255 4.2791 -4.0069 0.000
C -7.1818 0.9646 1.2681 0.000
C -3.9647 0.0037 1.3968 0.000
C -1.0452 -4.7620 0.3766 0.000
C -0.9896 -3.4828 -0.5021 0.000
C -1.6790 0.5460 -4.7058 0.004
C 4.8170 3.1847 -0.4471 0.017
C -2.2698 4.4221 1.0132 0.000
C -0.8699 -1.7087 6.2026 0.000
B 0.4903 0.7024 0.2520 0.004
H -2.4173 -0.0329 -4.1509 0.000
H -0.2237 -3.7645 6.3628 0.000
H -3.6724 5.5039 -0.3860 0.000
H -1.8763 2.0418 4.3719 0.000
H -1.1795 -0.9053 6.8710 0.000
H -1.9060 -4.7471 1.0451 0.000
H -0.9636 -0.0422 -5.2805 0.000
H 0.2116 -1.5899 6.1372 0.000
H 6.4066 -3.0685 0.7458 0.000
H -2.0049 -3.4510 6.7843 0.000
H -4.7170 -0.6013 1.9029 0.000
H 7.1599 -3.1189 -2.2465 0.000
H 0.3292 4.9366 -5.7300 0.000
H -2.7298 -0.1441 -0.4321 0.000
H 2.9375 -3.1084 1.3283 0.000
H -6.9967 -0.0651 1.5740 0.000
H -2.6132 -6.7357 -3.3941 0.000
H -7.1693 0.9259 0.1789 0.000
H -2.1820 1.1209 -5.4834 0.000
H -1.8284 -3.2779 -1.1673 0.000
H -0.2390 6.2870 -4.6746 0.000
H -1.8712 2.3164 2.5967 0.000
H -0.7716 -2.6872 0.2104 0.000
H -0.1912 -3.4555 -1.2436 0.000
H -2.8279 3.5151 0.7809 0.000
H -2.1336 5.4583 -0.8887 0.000
H -0.3427 4.4535 -3.0453 0.000
H -8.0941 1.4797 1.5688 0.000
H 1.3327 -1.7949 3.4446 0.000
H -0.9236 -6.3886 -2.9202 0.000
H -2.3397 6.5333 0.2343 0.000
H -3.3919 2.6562 3.5869 0.000
H -2.7179 -1.5318 0.5211 0.000
H 4.4315 -2.8010 2.2369 0.001
H -2.2437 -5.1555 -2.8707 0.000
H -1.8876 4.3420 -3.7700 0.000
H -0.8155 -3.1877 7.8486 0.000
H -1.2202 4.2085 0.8114 0.000
H 6.0360 -4.3704 -0.4390 0.000
H 8.1328 -3.2748 -0.8432 0.000
H 7.2493 -1.7142 -1.0094 0.000
H -1.2599 5.3053 -5.8631 0.000
H 3.2699 -1.5149 2.2112 0.000
H 0.4876 -1.4521 1.8588 0.000
H -3.1167 0.2439 2.0381 0.000
H -4.1139 -1.1225 -0.5327 0.000
H -0.1741 -4.8083 1.0302 0.000
H 0.1379 -0.4350 3.3516 0.000

Record 4
12
Properties=species:S:1:pos:R:3:lowdin_charge:R:1 method="wB97M-V/def2-TZVPD" lumo_ev=4.31 e_above_lowest_kcal_mol=22.2 homo_lumo_gap_ha=0.30750 total_charge=-1
O 1.4122 1.3112 -0.1664 -0.163
O 0.7863 0.1121 -1.9778 -0.124
N -1.1009 0.4404 0.7685 0.050
C -0.8598 -0.8386 1.1448 -0.336
C -1.7739 -1.7800 1.4737 -0.089
C 1.6011 0.6915 -1.2450 -0.672
H -0.2948 0.9941 0.4421 0.036
H 2.6743 0.6737 -1.5880 0.084
H -2.8168 -1.5077 1.6147 0.020
H 0.1245 -1.0474 1.5642 0.103
H -1.4323 -2.7050 1.9137 0.006
H -1.9124 0.5245 0.1740 0.084